The following is a quantum chemistry calculation of a cluster of 12 separate species, C54H64N8O18 in total in a non-equilibrium geometry, from OMol25.

Geometry (Å):
O 1.120 5.613 2.724
N 0.717 4.528 2.474
O 1.275 3.731 1.766
C -0.608 4.110 2.981
C -1.441 5.101 3.480
C -2.664 4.738 4.045
C -2.981 3.413 4.100
C -2.075 2.426 3.734
C -0.843 2.752 3.178
H -1.186 6.172 3.453
H -3.344 5.516 4.378
H -3.924 3.158 4.569
H -2.211 1.376 3.972
H -0.143 2.022 2.821
O 2.227 1.436 3.410
N 3.161 2.241 3.392
O 3.093 3.342 3.818
C 4.458 1.600 2.988
C 4.578 0.381 2.388
C 5.874 -0.084 2.084
C 6.971 0.727 2.317
C 6.812 2.049 2.810
C 5.552 2.471 3.114
H 3.701 -0.199 2.157
H 5.900 -1.025 1.565
H 7.948 0.316 2.058
H 7.671 2.771 2.923
H 5.261 3.516 3.523
O 1.585 -1.863 3.553
N 1.927 -3.015 3.315
O 2.895 -3.315 2.569
C 1.087 -4.127 3.922
C 0.118 -3.840 4.894
C -0.550 -4.938 5.416
C -0.242 -6.251 5.059
C 0.695 -6.488 4.080
C 1.341 -5.418 3.488
H 0.001 -2.885 5.284
H -1.368 -4.812 6.168
H -0.733 -7.115 5.539
H 1.024 -7.503 3.857
H 2.083 -5.601 2.764
C 0.048 -4.565 -3.577
C -1.206 -3.990 -4.169
C -1.499 -2.558 -3.562
O -0.935 -1.556 -4.477
C -0.655 -2.148 -5.594
O -0.144 -1.653 -6.569
O -0.882 -3.496 -5.522
H -0.076 -4.667 -2.500
H 0.909 -3.929 -3.674
H 0.206 -5.574 -3.926
H -2.074 -4.668 -4.192
H -1.078 -2.394 -2.544
H -2.556 -2.253 -3.489
C -4.020 1.857 0.534
C -3.487 3.018 -0.220
C -3.358 4.358 0.439
O -2.178 5.022 -0.120
C -1.423 3.993 -0.525
O -0.297 4.080 -0.914
O -2.079 2.820 -0.356
H -5.065 1.885 0.606
H -3.498 1.719 1.494
H -3.835 0.939 -0.036
H -3.863 3.122 -1.275
H -3.092 4.283 1.481
H -4.170 5.068 0.343
C -4.264 -3.798 -1.811
C -5.123 -3.499 -0.611
C -4.592 -3.874 0.770
O -4.961 -2.721 1.616
C -5.358 -1.738 0.827
O -5.735 -0.672 1.230
O -5.300 -2.083 -0.492
H -4.230 -4.861 -2.070
H -3.237 -3.407 -1.656
H -4.756 -3.243 -2.583
H -6.157 -3.892 -0.667
H -3.490 -3.782 0.678
H -4.933 -4.780 1.216
C 1.328 0.634 -0.130
C 1.420 -0.693 -0.779
C 2.053 -1.785 0.112
O 0.894 -2.525 0.556
C -0.182 -2.211 -0.140
O -1.246 -2.693 -0.018
O 0.080 -1.198 -1.039
H 0.733 1.345 -0.739
H 2.307 1.054 0.085
H 0.744 0.557 0.792
H 1.950 -0.681 -1.767
H 2.546 -1.378 1.030
H 2.747 -2.446 -0.382
C 0.578 3.178 -4.985
C 1.232 2.223 -4.138
C 0.976 0.957 -4.684
N 0.253 1.127 -5.877
C 0.001 2.477 -6.007
H 0.646 4.243 -4.821
H 1.805 2.341 -3.218
H 1.331 0.019 -4.350
H -0.065 0.361 -6.403
H -0.514 2.879 -6.854
C -4.098 0.578 -2.921
C -4.406 1.566 -3.877
C -3.192 2.151 -4.171
N -2.180 1.495 -3.515
C -2.729 0.433 -2.807
H -4.805 -0.081 -2.376
H -5.361 1.818 -4.277
H -2.835 2.955 -4.857
H -1.181 1.704 -3.601
H -2.111 -0.128 -2.093
C 5.138 3.511 -1.943
C 5.130 3.305 -0.518
C 3.919 3.758 -0.083
N 3.193 4.098 -1.157
C 3.920 3.883 -2.310
H 6.006 3.296 -2.568
H 5.934 2.968 0.125
H 3.425 3.839 0.868
H 2.233 4.340 -1.047
H 3.492 4.079 -3.302
C -1.787 -1.019 3.636
C -2.393 -1.188 4.981
C -3.682 -0.796 4.822
N -3.907 -0.421 3.559
C -2.800 -0.632 2.803
H -0.803 -1.137 3.248
H -1.879 -1.511 5.827
H -4.450 -0.734 5.553
H -4.831 -0.392 3.154
H -2.778 -0.491 1.717
C 5.172 -1.875 -2.109
C 4.936 -2.269 -3.482
C 4.132 -1.307 -4.011
N 3.933 -0.300 -3.076
C 4.562 -0.670 -1.944
H 5.784 -2.409 -1.364
H 5.300 -3.145 -3.966
H 3.908 -1.109 -5.043
H 3.596 0.630 -3.244
H 4.559 0.032 -1.108

SMILES string   O=[N+]([O-])c1ccccc1.O=[N+]([O-])c1ccccc1.O=[N+]([O-])c1ccccc1.C[C@H]1COC(=O)O1.C[C@H]1COC(=O)O1.C[C@H]1COC(=O)O1.C[C@H]1COC(=O)O1.c1cc[nH]c1.c1cc[nH]c1.c1cc[nH]c1.c1cc[nH]c1.c1cc[nH]c1
DFT total energy   -105803.2541 eV
Energy above the lowest of the compared OMol25 structures with the same formula, charge and spin   0.000 eV
HOMO energy   -8.0 eV
Lowest unoccupied orbital energy   -0.0267 Eh
HOMO-LUMO gap   7.24 eV

The following is a quantum chemistry calculation of a structure of composition C54H68N5O2P3SbY, from OMol25.

Geometry (Å):
Y -0.331 0.069 1.445
C 1.626 0.671 4.132
C 0.880 1.931 3.752
N -0.524 1.622 3.366
C -1.390 1.168 4.489
C -2.163 -0.073 4.089
N -1.254 -1.061 3.470
C -0.276 -1.670 4.409
C 1.085 -1.716 3.750
N 1.394 -0.404 3.126
H 1.325 0.311 5.114
H 2.693 0.890 4.196
H 1.351 2.404 2.886
H 0.917 2.652 4.574
H -0.908 2.481 2.993
H -2.081 1.958 4.786
H -0.767 0.979 5.362
H -2.933 0.174 3.347
H -2.689 -0.492 4.951
H -1.841 -1.826 3.144
H -0.593 -2.679 4.674
H -0.255 -1.107 5.340
H 1.092 -2.475 2.959
H 1.859 -2.003 4.466
H 2.284 -0.511 2.639
C 5.508 1.349 -1.626
C 4.826 0.062 -2.010
C 5.447 -0.738 -2.972
C 4.853 -1.889 -3.462
C 3.613 -2.290 -2.984
C 2.990 -1.530 -2.011
C 3.581 -0.365 -1.528
Sb 2.463 0.785 -0.167
C 2.529 2.661 -1.210
C 2.717 3.864 -0.525
C 2.900 5.064 -1.197
C 2.870 5.082 -2.584
C 2.620 3.907 -3.278
C 2.445 2.683 -2.622
C 2.085 1.492 -3.477
C 3.840 0.917 1.471
C 4.272 2.126 2.015
C 5.156 2.164 3.085
C 5.608 0.980 3.642
C 5.177 -0.230 3.120
C 4.304 -0.292 2.032
C 3.920 -1.662 1.526
H 6.589 1.233 -1.685
H 5.273 1.683 -0.620
H 5.235 2.152 -2.317
H 6.415 -0.436 -3.352
H 5.360 -2.472 -4.220
H 3.136 -3.183 -3.365
H 2.020 -1.844 -1.639
H 2.703 3.886 0.553
H 3.084 5.974 -0.641
H 3.027 6.006 -3.126
H 2.566 3.929 -4.360
H 1.628 1.832 -4.407
H 1.389 0.801 -2.987
H 2.960 0.898 -3.746
H 3.962 3.068 1.588
H 5.496 3.116 3.472
H 6.301 0.994 4.473
H 5.544 -1.155 3.548
H 4.120 -2.420 2.282
H 4.469 -1.932 0.625
H 2.857 -1.742 1.255
N -1.945 5.628 1.898
C -2.537 4.390 1.267
P -1.150 3.414 0.505
O 0.050 3.896 1.237
O -1.478 1.918 0.539
C -1.220 3.894 -1.267
N -0.491 2.913 -2.114
H -2.420 5.888 2.766
H -1.996 6.443 1.282
H -0.945 5.434 2.087
H -3.335 4.688 0.590
H -2.991 3.792 2.057
H -0.764 4.872 -1.427
H -2.260 3.921 -1.595
H 0.547 3.009 -2.008
H -0.700 3.046 -3.106
H -0.739 1.951 -1.861
C -1.716 -2.790 -0.857
P -2.385 -1.908 0.583
C -2.732 -3.197 1.817
C -1.778 -4.185 2.085
C -1.991 -5.106 3.100
C -3.149 -5.042 3.868
C -4.096 -4.060 3.613
C -3.892 -3.139 2.593
C -4.014 -1.295 0.108
C -4.942 -2.183 -0.440
C -6.207 -1.741 -0.787
C -6.560 -0.412 -0.580
C -5.647 0.472 -0.026
C -4.375 0.032 0.316
P -1.144 -1.520 -2.061
C -2.692 -1.125 -2.940
C -3.393 -2.111 -3.637
C -4.547 -1.797 -4.334
C -5.023 -0.492 -4.347
C -4.343 0.500 -3.658
C -3.185 0.173 -2.967
C -0.295 -2.539 -3.307
C 0.288 -3.767 -3.003
C 0.859 -4.538 -4.007
C 0.877 -4.078 -5.316
C 0.330 -2.838 -5.620
C -0.260 -2.076 -4.624
H -2.398 -3.536 -1.270
H -0.825 -3.327 -0.513
H -0.875 -4.268 1.490
H -1.264 -5.887 3.282
H -3.318 -5.768 4.652
H -5.008 -4.023 4.194
H -4.652 -2.395 2.388
H -4.686 -3.226 -0.587
H -6.923 -2.435 -1.208
H -7.554 -0.073 -0.843
H -5.931 1.502 0.144
H -3.662 0.736 0.736
H -3.020 -3.129 -3.654
H -5.075 -2.567 -4.881
H -5.921 -0.249 -4.900
H -4.716 1.517 -3.672
H -2.649 0.936 -2.422
H 0.290 -4.165 -1.996
H 1.282 -5.504 -3.764
H 1.311 -4.687 -6.099
H 0.339 -2.474 -6.639
H -0.722 -1.132 -4.889

DFT total energy   -104065.7440 eV
HOMO energy   -16.7 eV
Total charge   +4
Lowest unoccupied orbital energy   -0.3526 Eh
HOMO-LUMO gap   7.09 eV